(1)
C3H10N5 | the ωB97M-V functional and the def2-TZVPD basis

Element x y z (Å)
N 0.2503 -0.1857 -0.0308
N -1.7460 0.0206 -1.0256
N 1.2831 -2.1246 -0.4159
N -0.9179 0.5752 -0.0455
N -0.6130 1.9562 0.0191
C 1.5065 0.0752 0.2696
C 0.1691 -1.5717 -0.3766
C 2.2050 -1.1756 0.1693
H -1.6352 0.4138 1.7165
H 1.8875 1.0181 0.7398
H 3.1664 -1.0056 -0.4564
H 2.5734 -1.5490 1.0278
H -1.4407 0.1880 -1.9488
H -1.2034 2.6147 0.6419
H -0.4034 2.4714 -0.8072
H -1.6810 -0.0002 2.4235
H -2.7429 0.2930 -1.0000
H -0.6580 -2.0138 -0.9007

E_HOMO (alpha / beta): -14.1694 / -14.1691 eV
ΔE to the lowest compared entry with this formula, charge and spin: 134.4 kcal per mole
Orbital gap (alpha / beta): 9.268 / 9.267 eV
LUMO (alpha / beta): -4.90 / -4.90 eV
Largest force on an atom: 0.0961 hartree/bohr
Total charge: +1

Löwdin analysis output, partial charges in e:
1 N 0.017
2 N 0.080
3 N 0.147
4 N -0.295
5 N 0.070
6 C 0.071
7 C -0.093
8 C -0.149
9 H 0.019
10 H 0.175
11 H 0.197
12 H 0.113
13 H 0.087
14 H 0.147
15 H 0.083
16 H 0.060
17 H 0.134
18 H 0.139

***

(2)
C9H11O3 | the ωB97M-V functional and the def2-TZVPD basis

Element x y z (Å)
O 1.9866 -1.8374 -0.0892
O 2.7856 -3.5719 -1.1862
O -0.0674 -0.9792 0.8593
C 0.4347 -3.6103 -0.6357
C -0.4740 0.2630 0.6274
C 0.4500 1.3210 0.6851
C -1.7874 4.2944 -0.0229
C -1.8045 0.4968 0.2469
C 1.8291 -2.9905 -0.7005
C 0.0280 2.6268 0.4432
C -2.2120 1.8159 0.0429
C -1.3140 2.8729 0.1544
H -0.0096 -3.7844 -1.6142
H 1.0713 -1.3481 0.2316
H -1.1411 4.9270 -0.6384
H -0.1608 -2.9641 0.0026
H -3.2455 2.0414 -0.2096
H 1.4748 1.0326 0.8888
H 0.5966 -4.5843 -0.1745
H -1.7906 4.8083 0.9499
H -2.4686 -0.3212 0.0122
H -2.8017 4.2904 -0.4221
H 0.7253 3.4530 0.5493

E_HOMO: -3.8865 eV
ΔE to the lowest compared entry with this formula, charge and spin: 4.5 kcal per mole
Orbital gap: 7.291 eV
LUMO: 3.40 eV
Largest force on an atom: 0.0386 hartree/bohr
Total charge: -1

Löwdin analysis output, partial charges in e:
1 O 0.030
2 O 0.003
3 O -0.155
4 C -0.003
5 C -0.412
6 C -0.026
7 C -0.091
8 C -0.032
9 C -0.628
10 C -0.074
11 C -0.085
12 C -0.334
13 H 0.073
14 H 0.022
15 H 0.064
16 H 0.051
17 H 0.093
18 H 0.107
19 H 0.074
20 H 0.068
21 H 0.097
22 H 0.059
23 H 0.099

***

(3)
C42H100O23P2 | the ωB97M-V functional and the def2-TZVPD basis

Element x y z (Å)
P 1.6574 -5.8611 1.7980
P -1.7882 2.7394 10.7426
O -0.7472 2.1414 9.6185
O 1.2219 0.1264 -1.9473
O 2.2175 -7.3699 1.4569
O 2.6746 4.4827 -0.8949
O 0.6156 -5.3760 0.9240
O -1.7749 6.3559 -6.1861
O -1.7455 2.1780 12.0657
O 3.7557 3.8440 -4.2634
O -3.0941 -1.9279 -1.7048
O 1.2597 -6.0797 3.4309
O -4.0309 -0.8746 -4.4517
O -1.9984 3.2710 -4.1961
O -5.8328 -2.8315 -6.0625
O -3.2189 2.4555 10.0405
O -1.5776 4.3860 10.6271
O 4.6139 -2.7121 -1.3978
O 2.2965 -3.8566 -3.3381
O -0.9008 -4.5962 -3.1990
O 0.8337 -0.2412 4.0090
O -4.0993 7.8978 -7.8853
O 3.4370 1.1674 -5.2668
O 3.0002 -4.8846 1.9114
O 1.3969 -0.0073 0.8801
C -2.1279 4.9859 -5.8946
C -3.3324 6.7447 -8.1499
C 1.1691 -3.1109 -2.8038
C 2.9454 4.2249 0.4704
C -3.7811 -0.6857 -1.8096
C -3.6285 -2.2164 -4.8446
C 2.2419 -0.4076 1.8906
C 0.1263 -0.2061 -1.0877
C -1.7274 -5.4590 -2.4529
C 1.6952 -1.0958 3.1626
C 0.0618 -4.0169 -2.2388
C -2.9481 -2.2693 -0.3127
C 0.3671 -5.3448 5.4907
C 3.4450 2.3208 -6.0789
C 4.1710 -1.3143 -1.3152
C 3.1962 4.5049 -3.1385
C 3.7533 4.1670 -1.8188
C 0.5502 -0.8457 0.2504
C 2.9251 3.6006 -5.3969
C 3.4944 -4.4910 0.7029
C -5.1177 0.9070 9.4470
C 0.5355 1.7298 9.9812
C 0.3843 -8.7203 2.4509
C 4.6377 -3.1629 -2.7344
C -1.8326 6.6722 -7.5662
C -3.4315 -0.1995 -3.3120
C -4.4133 -2.6093 -6.1603
C 0.6679 -4.9316 4.0167
C -1.1240 2.8111 -3.1938
C -2.0793 5.1733 11.6408
C 4.2232 0.0956 -5.8436
C 3.4246 -2.9967 -3.7320
C 1.9549 1.3576 -1.8121
C 1.5008 -8.5647 1.3312
C -1.9204 4.7324 -4.4306
C 1.5178 0.7899 4.7269
C 4.7059 -5.3936 0.3326
C -6.6208 -1.8724 -5.3676
C 1.5421 1.9710 8.8014
C -2.2600 6.6124 11.1991
C -4.3373 7.8894 -6.4875
C -3.9243 1.2580 10.2279
H -2.5346 -3.2289 -0.0025
H 4.3960 -6.4385 0.3181
H 4.6271 4.7679 -1.5668
H 3.7687 -3.4962 -4.6376
H -2.5569 -2.1758 -5.0398
H 2.2885 1.1777 8.8434
H 1.2088 -5.0761 6.1290
H 2.8794 1.3025 -2.3867
H 0.8565 1.5111 5.2071
H -3.9170 -2.2212 0.1842
H -1.7852 2.1566 -2.6259
H 2.2042 -9.3973 1.3315
H 0.5575 -4.9154 -1.8713
H 2.5335 -1.5385 3.7004
H -0.2868 2.2416 -3.5972
H 3.3155 5.5805 -3.2683
H 4.4165 2.6229 -6.4701
H 1.5219 2.2890 -2.1770
H -1.9821 -5.0252 -1.4859
H -0.5697 0.6070 -0.8815
H -2.9995 4.8100 12.0984
H 3.1633 -1.9769 -4.0146
H -1.0116 5.2047 -4.0578
H -0.4336 -3.3672 -1.5173
H 5.2968 -5.3412 1.2470
H 3.0513 4.4548 -6.0621
H 2.8341 2.1230 -6.9597
H -0.2321 -7.8224 2.4086
H -1.4559 7.6930 -7.6299
H 5.3395 -4.8842 -0.3934
H 0.6621 0.7003 10.3161
H 3.9096 -3.4972 0.8703
H 2.0765 2.9205 8.8328
H -2.7785 5.2666 -4.0227
H 0.5507 -2.5723 -3.5218
H 2.8745 -4.3689 -0.1854
H -3.1617 4.6516 -5.9823
H 3.4072 3.2401 0.5411
H -1.4036 4.4036 -6.4642
H 0.9134 1.8071 7.9262
H -3.9923 -2.9478 -4.1229
H 1.4840 -4.2092 3.9984
H -1.1940 6.0691 -8.2117
H -0.0906 -9.6412 2.1125
H 3.9166 -0.1833 -6.8517
H 2.1547 0.3572 5.4984
H 4.2495 -0.9001 -0.3100
H 0.1814 -6.4184 5.5221
H 3.1059 -1.1668 -1.4936
H 2.1090 4.4284 -3.1510
H -4.5340 6.9033 -6.0669
H -3.0495 6.7083 10.4538
H -5.2287 8.4869 -6.2963
H 1.1435 -1.9709 2.8193
H -3.4817 0.0636 -1.0767
H 0.9565 2.5004 10.6269
H -2.6478 -5.6728 -2.9963
H 5.0445 -4.1733 -2.7753
H -2.3458 -0.1427 -3.3893
H 5.4422 -2.6085 -3.2176
H 0.9260 -1.7813 -0.1636
H 2.1322 1.6023 -0.7648
H -5.8199 1.7207 9.6288
H -0.8893 3.5027 -2.3846
H -1.2525 5.0806 12.3450
H -6.3211 -1.7057 -4.3330
H -6.6255 -0.8978 -5.8557
H -7.6213 -2.3048 -5.3601
H -0.4848 -4.8743 5.9815
H 2.0116 1.4470 4.0109
H 3.5051 5.0219 0.9598
H 0.9865 -8.6133 0.3714
H 2.9381 0.3900 2.1500
H -4.4028 -1.7536 -6.8354
H 1.8694 3.4617 -5.1639
H -5.7217 0.0298 9.6788
H 4.0475 3.1187 -1.7674
H 2.9032 -1.0748 1.3377
H -0.3485 -1.0141 0.8437
H -2.4503 -1.5199 0.3027
H 1.5832 -2.3857 -2.1034
H 0.6106 -8.9063 3.5008
H -2.5041 7.2897 12.0175
H -3.9763 5.8989 -7.9088
H -1.0958 -6.3446 -2.5230
H 5.3085 0.1359 -5.7509
H -3.1447 0.5133 10.0671
H -3.7530 0.8378 -3.4059
H -0.1664 -4.5351 3.4381
H -4.9397 0.8746 8.3721
H 3.9462 -0.8442 -5.3659
H -3.3478 6.4583 -9.2015
H -0.4717 -0.8524 -1.7301
H 4.6874 -0.7151 -2.0651
H 2.0985 3.9586 1.1029
H -4.0503 1.0294 11.2862
H -4.0716 -3.4386 -6.7797
H -4.8587 -0.7340 -1.6527
H -1.3296 6.8346 10.6764
H -3.4758 8.3572 -6.0108

E_HOMO (alpha / beta): 0.6769 / -7.3072 eV
Orbital gap (alpha / beta): 1.302 / 9.244 eV
LUMO (alpha / beta): 1.98 / 1.94 eV
2S+1: 2
Largest force on an atom: 0.0986 hartree/bohr
Total charge: -1

Results of the Löwdin charge analysis, in e, for atoms 1 through 99:
1 P 0.560
2 P 0.496
3 O -0.186
4 O -0.192
5 O -0.202
6 O -0.208
7 O -0.212
8 O -0.161
9 O -0.208
10 O -0.129
11 O -0.198
12 O -0.229
13 O -0.181
14 O -0.177
15 O -0.210
16 O -0.171
17 O -0.185
18 O -0.210
19 O -0.137
20 O -0.202
21 O -0.212
22 O -0.168
23 O -0.161
24 O -0.171
25 O -0.125
26 C -0.199
27 C -0.213
28 C -0.166
29 C -0.170
30 C -0.182
31 C -0.132
32 C -0.226
33 C -0.173
34 C -0.120
35 C -0.165
36 C -0.159
37 C -0.120
38 C -0.082
39 C -0.224
40 C -0.059
41 C -0.212
42 C -0.194
43 C -0.219
44 C -0.169
45 C -0.347
46 C -0.093
47 C -0.308
48 C -0.072
49 C -0.201
50 C -0.157
51 C -0.131
52 C -0.163
53 C -0.285
54 C -0.131
55 C -0.349
56 C -0.086
57 C -0.140
58 C -0.078
59 C -0.254
60 C -0.171
61 C -0.207
62 C -0.051
63 C -0.115
64 C -0.101
65 C -0.072
66 C -0.109
67 C -0.343
68 H 0.079
69 H 0.066
70 H 0.125
71 H 0.115
72 H 0.124
73 H 0.057
74 H 0.062
75 H 0.079
76 H 0.064
77 H 0.077
78 H 0.064
79 H 0.112
80 H 0.112
81 H 0.104
82 H 0.085
83 H 0.125
84 H 0.120
85 H 0.060
86 H 0.075
87 H 0.115
88 H 0.118
89 H 0.095
90 H 0.124
91 H 0.103
92 H 0.071
93 H 0.122
94 H 0.119
95 H 0.059
96 H 0.122
97 H 0.063
98 H 0.116
99 H 0.103

***

(4)
C3H4N2O | the ωB97M-V functional and the def2-TZVPD basis

Element x y z (Å)
O 0.4060 -0.1527 2.2312
N -1.3337 0.8320 -0.5493
N 0.9264 -1.2017 0.2193
C 1.0858 -0.2477 1.2389
C -0.0702 0.6284 -0.7869
C 0.3787 -0.7532 -0.8504
H 1.9605 0.4040 1.0419
H -1.6377 1.7531 -0.2521
H 0.3442 -1.3763 -1.7498
H -2.0600 0.1141 -0.5429

E_HOMO: -8.9867 eV
ΔE to the lowest compared entry with this formula, charge and spin: 72.7 kcal per mole
Orbital gap: 9.498 eV
LUMO: 0.51 eV
Largest force on an atom: 0.0091 hartree/bohr

Löwdin analysis output, partial charges in e:
1 O 0.035
2 N 0.094
3 N 0.085
4 C -0.404
5 C -0.082
6 C -0.203
7 H 0.130
8 H 0.109
9 H 0.111
10 H 0.124